# 1
ORCA calculation (the ωB97M-V functional and the def2-TZVPD basis) on BaH18O9 as an isolated structure.

Structure (XYZ):
```
28
BaH18O9 the ωB97M-V functional and the def2-TZVPD basis
Ba 4.33 -7.42 -1.15
O 2.96 -5.45 -2.43
H 2.39 -5.78 -3.14
H 3.46 -4.73 -2.84
O 5.12 -5.23 0.37
H 5.03 -4.26 0.32
H 5.59 -5.38 1.20
O 3.08 -7.84 1.51
H 2.86 -7.38 2.34
H 3.08 -8.78 1.75
O 6.58 -8.72 -2.39
H 7.35 -9.24 -2.11
H 6.44 -8.98 -3.31
O 1.75 -8.30 -0.90
H 1.55 -8.13 0.04
H 1.05 -7.84 -1.39
O 4.45 -10.32 -1.00
H 4.89 -10.91 -1.63
H 4.84 -10.54 -0.15
O 6.22 -7.87 0.66
H 7.10 -7.52 0.44
H 6.40 -8.58 1.30
O 3.30 -8.45 -3.69
H 3.97 -8.82 -4.29
H 2.48 -8.91 -3.92
O 5.94 -6.06 -2.99
H 6.70 -6.31 -3.52
H 6.05 -5.12 -2.82
```

Summary:
charge	+2
HOMO	-0.673	Eh
electronic energy	-713.080641	a.u.
LUMO level	-6.098	eV
frontier orbital gap	12.21	eV



# 2
ORCA calculation (the ωB97M-V functional and the def2-TZVPD basis) on BeH16O8 as an isolated structure.

Structure (XYZ):
```
25
BeH16O8 the ωB97M-V functional and the def2-TZVPD basis
Be 0.08 0.03 0.08
O 2.16 -0.43 -1.29
H 2.70 0.31 -1.55
H 2.67 -1.20 -1.55
O -1.45 1.98 0.95
H -1.67 2.39 1.78
H -2.19 2.17 0.38
O -2.10 -0.36 -1.38
H -2.95 0.07 -1.29
H -2.30 -1.29 -1.39
O -1.58 -0.81 1.74
H -1.46 -1.04 2.67
H -2.53 -0.69 1.65
O -0.18 -2.53 -0.58
H 0.48 -3.20 -0.41
H -0.83 -2.97 -1.13
O 1.81 1.74 0.65
H 1.48 2.64 0.58
H 2.71 1.85 0.96
O -0.02 1.67 -1.89
H -0.86 2.06 -2.14
H 0.54 1.77 -2.67
O 1.56 -1.22 1.71
H 2.51 -1.25 1.59
H 1.42 -1.68 2.54
```

Summary:
charge	+1
2S+1	2
expectation value of S²	0.7506
HOMO (spin up / spin down)	-0.310 / -0.530	Eh
electronic energy	-625.960885	a.u.
LUMO level (spin up / spin down)	-2.509 / -3.238	eV
frontier orbital gap (spin up / spin down)	5.91 / 11.19	eV



# 3
ORCA calculation (the ωB97M-V functional and the def2-TZVPD basis) on BeH18O9 as an isolated structure at a distorted geometry.

Structure (XYZ):
```
28
BeH18O9 the ωB97M-V functional and the def2-TZVPD basis
Be -7.70 -5.79 24.93
O -9.13 -4.66 25.41
H -9.97 -4.22 25.28
H -8.62 -4.07 25.96
O -6.94 -6.89 26.36
H -7.24 -7.74 26.68
H -6.04 -6.82 26.67
O -8.98 -6.66 25.81
H -8.71 -7.08 26.63
H -9.86 -6.99 25.66
O -7.28 -4.82 26.40
H -7.22 -4.88 27.36
H -6.63 -4.15 26.17
O -7.57 -7.57 24.33
H -6.71 -7.96 24.17
H -8.05 -7.71 23.51
O -6.81 -5.80 23.21
H -7.03 -5.82 22.28
H -5.89 -6.05 23.24
O -7.37 -4.18 24.20
H -6.68 -3.74 23.70
H -7.74 -3.49 24.76
O -8.98 -5.62 23.69
H -9.18 -6.40 23.17
H -9.01 -4.90 23.07
O -5.74 -5.69 25.01
H -5.06 -5.21 24.53
H -5.32 -5.96 25.82
```

Summary:
charge	+2
HOMO	-0.652	Eh
electronic energy	-701.845633	a.u.
LUMO level	-7.035	eV
frontier orbital gap	10.70	eV



# 4
ORCA calculation (the ωB97M-V functional and the def2-TZVPD basis) on BeH8O8S as an isolated structure at a distorted geometry.

Structure (XYZ):
```
18
BeH8O8S the ωB97M-V functional and the def2-TZVPD basis
Be -25.52 -16.29 -6.66
S -23.15 -14.59 -6.05
O -24.26 -15.51 -6.41
O -21.93 -15.33 -6.35
O -23.23 -13.40 -6.92
O -23.37 -14.27 -4.71
O -24.50 -15.72 -9.22
H -24.41 -15.94 -10.15
H -23.72 -15.24 -9.06
O -26.25 -16.72 -5.20
H -26.64 -16.00 -4.65
H -26.01 -17.32 -4.48
O -26.72 -15.43 -7.46
H -26.80 -14.61 -6.93
H -26.49 -15.17 -8.37
O -25.31 -17.85 -7.41
H -24.97 -18.48 -6.77
H -24.73 -18.06 -8.18
```

Summary:
HOMO	-0.259	Eh
electronic energy	-1019.746348	a.u.
LUMO level	-1.144	eV
frontier orbital gap	5.89	eV



# 5
ORCA calculation (the ωB97M-V functional and the def2-TZVPD basis) on a 2-piece molecular cluster, Br2ClOPS2 overall at a distorted geometry.

Structure (XYZ):
```
7
Br2ClOPS2 the ωB97M-V functional and the def2-TZVPD basis
O -2.57 0.16 0.67
P -1.25 0.22 0.05
S -0.29 -1.73 0.78
S -0.27 2.25 0.39
Cl 0.67 -0.81 -2.85
Br 1.85 -1.92 0.20
Br 1.86 1.82 0.76
```

Summary:
HOMO (spin up / spin down)	-0.339 / -0.339	Eh
electronic energy	-6821.096706	a.u.
LUMO level (spin up / spin down)	-4.468 / -4.463	eV
frontier orbital gap (spin up / spin down)	4.75 / 4.77	eV



# 6
ORCA calculation (the ωB97M-V functional and the def2-TZVPD basis) on one molecule with the formula Br2H3N2P at a distorted geometry.

Structure (XYZ):
```
8
Br2H3N2P the ωB97M-V functional and the def2-TZVPD basis
N 0.50 -0.03 0.82
N 0.77 -0.67 -0.40
P 2.60 0.03 -1.10
Br 3.73 -1.21 0.25
Br 2.58 1.90 0.07
H 0.88 -0.60 1.55
H -0.46 0.21 0.93
H 0.33 -0.08 -1.08
```

Summary:
SMILES	NNP(Br)Br
HOMO	-0.310	Eh
electronic energy	-5600.670781	a.u.
LUMO level	0.233	eV
frontier orbital gap	8.68	eV



# 7
ORCA calculation (the ωB97M-V functional and the def2-TZVPD basis) on a 2-piece molecular cluster, Br2H4P2Si overall at a distorted geometry.

Structure (XYZ):
```
9
Br2H4P2Si the ωB97M-V functional and the def2-TZVPD basis
Si -0.48 -0.86 -0.33
P 1.62 1.63 -0.69
P -0.72 -1.05 1.88
Br 1.02 -2.40 -0.98
Br -2.35 -1.59 -1.28
H 1.65 1.55 -2.03
H 0.84 2.86 -0.74
H 0.16 -0.06 2.52
H -1.75 -0.10 1.64
```

Summary:
HOMO (spin up / spin down)	-0.321 / -0.301	Eh
electronic energy	-6122.607056	a.u.
LUMO level (spin up / spin down)	-1.821 / -1.632	eV
frontier orbital gap (spin up / spin down)	6.91 / 6.55	eV



# 8
ORCA calculation (the ωB97M-V functional and the def2-TZVPD basis) on Br2HOP as an isolated structure at a distorted geometry.

Structure (XYZ):
```
5
Br2HOP the ωB97M-V functional and the def2-TZVPD basis
O 0.88 0.67 -0.67
P 0.53 0.17 0.80
Br 0.06 -2.48 -0.09
Br -1.63 0.94 1.21
H 0.17 0.70 -1.26
```

Summary:
HOMO	-0.362	Eh
electronic energy	-5565.247272	a.u.
LUMO level	-1.870	eV
frontier orbital gap	7.97	eV



# 9
ORCA calculation (the ωB97M-V functional and the def2-TZVPD basis) on a 2-piece molecular cluster, Br2HOP overall at a distorted geometry.

Structure (XYZ):
```
5
Br2HOP the ωB97M-V functional and the def2-TZVPD basis
O -1.96 1.57 0.90
P -2.81 0.59 0.28
Br -1.52 -1.25 -0.06
Br 2.51 -0.37 -0.27
H 3.79 -0.54 -0.85
```

Summary:
SMILES	O=PBr.Br
HOMO	-0.390	Eh
electronic energy	-5565.250382	a.u.
LUMO level	-1.261	eV
frontier orbital gap	9.36	eV



# 10
ORCA calculation (the ωB97M-V functional and the def2-TZVPD basis) on one molecule with the formula Br2O2S at a distorted geometry.

Structure (XYZ):
```
5
Br2O2S the ωB97M-V functional and the def2-TZVPD basis
O -1.04 -1.48 0.58
S -0.13 -0.07 -0.19
O -0.51 0.37 -1.47
Br 2.06 -0.38 -0.17
Br -0.38 1.56 1.26
```

Summary:
SMILES	O=S(=O)(Br)Br
HOMO	-0.402	Eh
electronic energy	-5696.573467	a.u.
LUMO level	-2.573	eV
frontier orbital gap	8.36	eV



# 11
ORCA calculation (the ωB97M-V functional and the def2-TZVPD basis) on Br6Hf as an isolated structure at a distorted geometry.

Structure (XYZ):
```
7
Br6Hf the ωB97M-V functional and the def2-TZVPD basis
Hf -15.20 -2.41 6.49
Br -14.55 -1.62 3.94
Br -14.94 -5.06 5.80
Br -12.45 -2.50 7.11
Br -17.82 -2.48 5.83
Br -15.49 0.22 7.35
Br -15.82 -3.14 9.13
```

Summary:
charge	-2
HOMO	-0.102	Eh
electronic energy	-15492.539749	a.u.
LUMO level	5.243	eV
frontier orbital gap	8.01	eV



# 12
ORCA calculation (the ωB97M-V functional and the def2-TZVPD basis) on BrCdH8O4 as an isolated structure at a distorted geometry.

Structure (XYZ):
```
14
BrCdH8O4 the ωB97M-V functional and the def2-TZVPD basis
Cd -16.66 -25.20 6.99
Br -17.88 -22.84 7.11
O -16.18 -24.95 8.96
H -16.16 -24.03 9.22
H -16.67 -25.38 9.66
O -16.92 -22.95 3.60
H -16.06 -23.37 3.61
H -17.39 -23.36 4.32
O -17.57 -19.74 8.45
H -17.84 -20.35 7.76
H -17.44 -20.29 9.22
O -19.97 -21.07 5.38
H -19.46 -21.64 5.95
H -20.88 -21.18 5.68
```

Summary:
charge	+1
HOMO	-0.507	Eh
electronic energy	-3047.174909	a.u.
LUMO level	-8.318	eV
frontier orbital gap	5.48	eV



# 13
ORCA calculation (the ωB97M-V functional and the def2-TZVPD basis) on BrCdN3O9 as an isolated structure at a distorted geometry.

Structure (XYZ):
```
14
BrCdN3O9 the ωB97M-V functional and the def2-TZVPD basis
Cd 15.42 -16.46 17.74
N 16.30 -13.45 18.99
O 16.16 -13.32 20.20
O 15.60 -14.28 18.29
O 17.10 -12.76 18.36
N 18.92 -15.63 18.80
O 19.15 -15.08 19.90
O 19.81 -15.49 17.93
O 17.90 -16.29 18.50
N 15.20 -16.88 21.02
O 15.90 -17.53 21.83
O 14.75 -15.80 21.43
O 15.18 -17.12 19.76
Br 15.57 -16.36 15.05
```

Summary:
charge	-2
HOMO	-0.073	Eh
electronic energy	-3582.928983	a.u.
LUMO level	4.712	eV
frontier orbital gap	6.69	eV



# 14
ORCA calculation (the ωB97M-V functional and the def2-TZVPD basis) on BrCdN4O12 as an isolated structure at a distorted geometry.

Structure (XYZ):
```
18
BrCdN4O12 the ωB97M-V functional and the def2-TZVPD basis
Cd 0.08 -0.40 0.06
N 3.39 0.58 0.84
O 4.18 1.32 0.28
O 3.96 -0.02 1.74
O 2.15 0.31 0.50
N -0.02 0.83 2.97
O -0.53 0.69 1.74
O 0.00 -0.15 3.79
O 0.25 1.93 3.43
N -2.98 1.03 -1.38
O -3.93 0.64 -0.66
O -3.10 1.77 -2.21
O -1.89 0.86 -0.84
N -0.25 -1.56 -2.80
O 0.39 -1.03 -1.90
O 0.40 -1.84 -3.78
O -1.37 -2.17 -2.58
Br -0.73 -2.78 0.80
```

Summary:
charge	-3
HOMO	0.012	Eh
electronic energy	-3863.165633	a.u.
LUMO level	7.758	eV
frontier orbital gap	7.42	eV



# 15
ORCA calculation (the ωB97M-V functional and the def2-TZVPD basis) on a 3-piece molecular cluster, BrClFH2IN4 overall at a distorted geometry.

Structure (XYZ):
```
10
BrClFH2IN4 the ωB97M-V functional and the def2-TZVPD basis
N -1.53 -0.99 0.72
N 1.19 -0.05 -1.07
N 0.16 -0.11 -0.46
N -0.76 -0.87 -0.36
F 0.09 1.13 0.85
Cl -3.25 -0.87 0.34
Br 0.33 5.59 4.36
I 0.61 3.91 2.59
H -1.31 -0.25 1.41
H 1.64 0.85 -1.17
```

Summary:
HOMO	-0.346	Eh
electronic energy	-3651.773358	a.u.
LUMO level	-1.560	eV
frontier orbital gap	7.86	eV



# 16
ORCA calculation (the ωB97M-V functional and the def2-TZVPD basis) on BrClFHN3O as an isolated structure at a distorted geometry.

Structure (XYZ):
```
8
BrClFHN3O the ωB97M-V functional and the def2-TZVPD basis
N 0.06 1.12 0.06
N -1.06 0.99 0.50
N -1.92 0.27 0.94
O 0.71 2.10 -0.23
F 2.49 -1.55 0.45
Cl 0.55 -0.51 -1.41
Br -2.64 -1.20 -0.13
H 1.82 -1.21 -0.18
```

Summary:
charge	-1
HOMO	-0.173	Eh
electronic energy	-3374.085414	a.u.
LUMO level	2.683	eV
frontier orbital gap	7.39	eV



# 17
ORCA calculation (the ωB97M-V functional and the def2-TZVPD basis) on a 2-piece molecular cluster, BrClHOP overall at a distorted geometry.

Structure (XYZ):
```
5
BrClHOP the ωB97M-V functional and the def2-TZVPD basis
O -1.30 -0.57 1.35
P -1.03 -2.00 1.40
Cl 0.96 -1.97 1.20
Br 0.93 1.84 -2.55
H 0.45 2.71 -1.40
```

Summary:
SMILES	O=PCl.Br
HOMO	-0.400	Eh
electronic energy	-3451.422773	a.u.
LUMO level	-1.012	eV
frontier orbital gap	9.87	eV



# 18
ORCA calculation (the ωB97M-V functional and the def2-TZVPD basis) on BrClHP as an isolated structure at a distorted geometry.

Structure (XYZ):
```
4
BrClHP the ωB97M-V functional and the def2-TZVPD basis
P -0.80 -0.32 -0.05
Cl 0.63 1.15 1.88
Br 0.77 -1.56 -0.86
H -0.60 0.73 -0.97
```

Summary:
HOMO	-0.376	Eh
electronic energy	-3376.123598	a.u.
LUMO level	-2.459	eV
frontier orbital gap	7.79	eV



# 19
ORCA calculation (the ωB97M-V functional and the def2-TZVPD basis) on BrCr as an isolated structure at a distorted geometry.

Structure (XYZ):
```
2
BrCr the ωB97M-V functional and the def2-TZVPD basis
Cr 0.64 0.94 0.42
Br -0.64 -0.94 -0.42
```

Summary:
charge	+1
2S+1	5
expectation value of S²	6.1080
HOMO (spin up / spin down)	-0.558 / -0.568	Eh
electronic energy	-3618.141019	a.u.
LUMO level (spin up / spin down)	-8.545 / -7.292	eV
frontier orbital gap (spin up / spin down)	6.64 / 8.16	eV



# 20
ORCA calculation (the ωB97M-V functional and the def2-TZVPD basis) on BrCr2 as an isolated structure at a distorted geometry.

Structure (XYZ):
```
3
BrCr2 the ωB97M-V functional and the def2-TZVPD basis
Cr 0.00 0.00 1.77
Cr -0.69 0.15 -1.58
Br 0.68 -0.15 -0.20
```

Summary:
charge	+5
2S+1	7
expectation value of S²	12.3574
HOMO (spin up / spin down)	-1.604 / -1.654	Eh
electronic energy	-4659.097202	a.u.
LUMO level (spin up / spin down)	-35.368 / -33.362	eV
frontier orbital gap (spin up / spin down)	8.29 / 11.64	eV